1.
ORCA calculation (ωB97M-V/def2-TZVPD) on a cluster of 13 separate species, C19H64N10O13 in total at a distorted geometry.

Its spin multiplicity is 1. The value obtained for the LUMO energy is -0.0162 Eh. The value obtained for the total energy is -2287.7498 Ha. As for the HOMO energy: -6.84 eV. For the energy relative to the best compared isomer or geometry (same formula, charge and spin), the calculation gives 380.41 kJ/mol. Its total charge is 0.

Last columns: bonded neighbours and bond lengths (Å).
Cartesian coordinates (Å):
1 C -2.35272 3.68882 2.62817  C2 1.502, H4 1.082, H5 1.058, H6 1.110
2 C -3.32779 2.74053 1.99102  C1 1.502, O3 1.431, H7 1.050, H8 1.085
3 O -4.05808 2.04801 3.00821  C2 1.431, H9 0.962
4 H -1.92096 3.19139 3.48698  C1 1.082
5 H -2.88986 4.52278 2.99515  C1 1.058
6 H -1.55159 3.97011 1.91386  C1 1.110
7 H -2.65863 2.08519 1.51685  C2 1.050
8 H -3.92325 3.25106 1.24107  C2 1.085
9 H -5.00151 2.00802 2.82676  O3 0.962
10 C -2.27648 -1.28287 -1.42237  C11 1.546, H13 1.074, H14 1.118, H15 1.078
11 C -3.04777 -1.69459 -2.69714  C10 1.546, O12 1.468, H16 1.119, H17 1.075
12 O -2.41024 -1.14626 -3.90100  C11 1.468, H18 0.952
13 H -2.88411 -1.54014 -0.57555  C10 1.074
14 H -2.19419 -0.17997 -1.25998  C10 1.118
15 H -1.35010 -1.83430 -1.39469  C10 1.078
16 H -4.09349 -1.36326 -2.47361  C11 1.119
17 H -3.23479 -2.75314 -2.69872  C11 1.075
18 H -2.57534 -0.20862 -3.88146  O12 0.952
19 C 1.57058 1.03644 3.96949  C20 1.524, H22 1.047, H23 0.999, H24 1.041
20 C 3.03833 0.96413 4.37368  C19 1.524, O21 1.404, H25 1.113, H26 1.107
21 O 3.35277 -0.37623 4.64935  C20 1.404, H27 0.952
22 H 1.33769 2.05680 3.98717  C19 1.047
23 H 0.99669 0.64059 4.68532  C19 0.999
24 H 1.34879 0.63073 3.03658  C19 1.041
25 H 3.25321 1.43637 5.35813  C20 1.113
26 H 3.70611 1.35413 3.58216  C20 1.107
27 H 2.87568 -0.69124 5.41098  O21 0.952
28 C -0.13275 -1.83837 3.60597  C29 1.453, H31 1.069, H32 1.089, H33 1.107
29 C -1.37963 -1.41125 2.99436  C28 1.453, O30 1.458, H34 1.095, H35 1.090
30 O -1.38219 0.04057 2.86510  C29 1.458, H36 0.956
31 H 0.55840 -1.60407 2.82544  C28 1.069
32 H 0.03513 -2.90573 3.74117  C28 1.089
33 H 0.07687 -1.34959 4.57642  C28 1.107
34 H -2.24007 -1.81878 3.53500  C29 1.095
35 H -1.46298 -1.84358 1.99712  C29 1.090
36 H -1.56528 0.44547 3.71199  O30 0.956
37 C 4.43723 0.13716 0.93688  C38 1.533, H40 1.086, H41 1.070, H42 1.111
38 C 3.74554 -0.99939 1.69766  C37 1.533, O39 1.368, H43 1.101, H44 1.099
39 O 3.40619 -1.91885 0.74331  C38 1.368, H45 0.981
40 H 5.37961 -0.34042 0.68581  C37 1.086
41 H 4.76875 0.98144 1.50359  C37 1.070
42 H 3.84009 0.58849 0.11564  C37 1.111
43 H 2.90052 -0.69663 2.33463  C38 1.101
44 H 4.38992 -1.52440 2.41666  C38 1.099
45 H 2.54142 -1.65534 0.36279  O39 0.981
46 C -5.12471 0.78333 -0.16002  C47 1.489, H49 1.078, H50 1.095, H51 1.125
47 C -5.80502 1.57850 -1.21987  C46 1.489, O48 1.437, H52 1.110, H53 1.113
48 O -5.11811 2.83432 -1.34365  C47 1.437, H54 0.949
49 H -4.04968 0.70115 -0.14664  C46 1.078
50 H -5.55092 -0.22484 -0.19563  C46 1.095
51 H -5.33153 1.25565 0.84032  C46 1.125
52 H -6.88956 1.68058 -1.00529  C47 1.110
53 H -5.68899 1.02523 -2.17905  C47 1.113
54 H -5.41365 3.16795 -2.18110  O48 0.949
55 C 0.41174 0.10806 -0.16241  O56 1.358, N57 1.332, N58 1.299
56 O 0.97698 -0.96779 0.44442  C55 1.358
57 N -0.55443 0.74513 0.49666  C55 1.332, H59 1.038, H60 1.040
58 N 0.83137 0.68882 -1.24640  C55 1.299, H61 1.057, H62 1.017
59 H -1.02167 0.28221 1.29979  N57 1.038
60 H -1.17367 1.35873 -0.06967  N57 1.040
61 H 1.81203 0.41489 -1.53034  N58 1.057
62 H 0.26292 1.38751 -1.71857  N58 1.017
63 C 0.93647 -0.86721 -4.73986  O64 1.393, N65 1.308, N66 1.315
64 O 0.30197 -0.95810 -5.97627  C63 1.393
65 N 0.40640 -0.99228 -3.55021  C63 1.308, H67 1.018, H68 1.012
66 N 2.24814 -0.86541 -4.64845  C63 1.315, H69 1.100, H70 0.985
67 H -0.55668 -1.29747 -3.67440  N65 1.018
68 H 0.43266 -0.23859 -2.87534  N65 1.012
69 H 2.74700 -0.59517 -5.59126  N66 1.100
70 H 2.70530 -0.62287 -3.80990  N66 0.985
71 C 0.59025 -4.18498 1.08895  O72 1.356, N73 1.301, N74 1.330
72 O 1.90984 -4.05674 1.37540  C71 1.356
73 N -0.07880 -3.32469 0.37762  C71 1.301, H75 1.020, H76 0.973
74 N -0.04761 -5.27105 1.51484  C71 1.330, H77 1.019, H78 1.015
75 H 0.34865 -2.40018 0.31535  N73 1.020
76 H -1.03859 -3.39534 0.23398  N73 0.973
77 H 0.38180 -5.92319 2.17026  N74 1.019
78 H -1.03762 -5.32474 1.73420  N74 1.015
79 C -1.72557 2.35167 -2.36575  O80 1.396, N81 1.301, N82 1.311
80 O -2.46234 1.69073 -3.34988  C79 1.396
81 N -0.48882 2.73171 -2.49824  C79 1.301, H83 1.047, H84 1.067
82 N -2.12197 2.44392 -1.11992  C79 1.311, H85 0.998, H86 1.042
83 H -0.15963 2.59248 -3.48257  N81 1.047
84 H 0.03139 3.44366 -1.89792  N81 1.067
85 H -3.09695 2.23379 -1.16556  N82 0.998
86 H -1.87296 3.22415 -0.47637  N82 1.042
87 C 2.53849 -3.36643 -2.07569  O88 1.449, N89 1.289, N90 1.292
88 O 3.11710 -4.33648 -1.16804  C87 1.449
89 N 3.17824 -2.92549 -3.10378  C87 1.289, H91 1.034, H92 1.061
90 N 1.35662 -2.85721 -1.96546  C87 1.292, H93 1.023, H94 1.068
91 H 4.10739 -3.34518 -3.27586  N89 1.034
92 H 2.90062 -2.11285 -3.72727  N89 1.061
93 H 0.78682 -3.14451 -1.16537  N90 1.023
94 H 0.94382 -2.15049 -2.65088  N90 1.068
95 C 3.58577 1.20745 -2.81754  O96 1.405, H97 1.149, H98 1.067, H99 1.078
96 O 3.39546 -0.05221 -2.22566  C95 1.405, H100 0.980
97 H 2.56827 1.69775 -3.02702  C95 1.149
98 H 4.03621 1.16685 -3.78441  C95 1.067
99 H 4.14088 1.96747 -2.29203  C95 1.078
100 H 4.29396 -0.43247 -2.12902  O96 0.980
101 C 2.05317 2.97458 1.17790  O102 1.431, H103 1.092, H104 1.123, H105 1.100
102 O 0.62474 2.96163 1.26197  C101 1.431, H106 1.006
103 H 2.45591 2.70571 0.19885  C101 1.092
104 H 2.47079 2.08565 1.72301  C101 1.123
105 H 2.60121 3.79466 1.66543  C101 1.100
106 H 0.27340 2.10685 0.86363  O102 1.006

=====

2.
ORCA calculation (ωB97M-V/def2-TZVPD) on a cluster of 13 separate species, C19H64N12O13 in total at a distorted geometry.

Its spin multiplicity is 1. The value obtained for the LUMO energy is -0.0066 Eh. The value obtained for the total energy is -2397.1364 Ha. As for the HOMO energy: -8.49 eV. For the energy relative to the best compared isomer or geometry (same formula, charge and spin), the calculation gives 1538.98 kJ/mol. Its total charge is 0.

Last columns: bonded neighbours and bond lengths (Å).
Cartesian coordinates (Å):
1 C -1.96184 0.39144 -2.45240  O2 1.381, H3 1.050, H4 1.100, H5 1.113
2 O -1.29884 1.41444 -1.80440  C1 1.381, H6 0.955
3 H -1.98984 0.66544 -3.46540  C1 1.050
4 H -3.01284 0.38544 -2.12940  C1 1.100
5 H -1.51484 -0.62656 -2.39240  C1 1.113
6 H -1.89384 1.58344 -1.07640  O2 0.955
7 C -3.19184 -2.71656 2.18660  O8 1.404, H9 1.033, H10 1.071, H11 1.098
8 O -2.06084 -3.23756 1.53860  C7 1.404, H12 0.951
9 H -3.34984 -1.76756 1.81060  C7 1.033
10 H -2.95684 -2.70956 3.23160  C7 1.071
11 H -4.14384 -3.23156 1.99960  C7 1.098
12 H -1.69684 -3.85956 2.15960  O8 0.951
13 C -0.63184 -0.48856 0.56260  O14 1.395, H15 1.172, H16 1.044, H17 1.056
14 O 0.06316 -1.25756 -0.37140  C13 1.395, H18 0.963
15 H -0.37084 -0.97456 1.59660  C13 1.172
16 H -1.65184 -0.46256 0.34360  C13 1.044
17 H -0.24984 0.49544 0.56960  C13 1.056
18 H -0.63184 -1.40556 -1.02140  O14 0.963
19 C -0.79884 -0.94756 4.18660  O20 1.447, H21 1.100, H22 1.056, H23 1.090
20 O 0.01916 0.23844 4.04960  C19 1.447, H24 0.957
21 H -1.86984 -0.71956 4.28960  C19 1.100
22 H -0.55484 -1.32356 5.14260  C19 1.056
23 H -0.55884 -1.79456 3.54360  C19 1.090
24 H 0.52116 0.23544 3.23460  O20 0.957
25 C 1.31616 3.64544 -1.21040  O26 1.494, N27 1.262, N28 1.293
26 O 2.74316 4.04844 -1.02840  C25 1.494
27 N 0.38916 4.49844 -1.28840  C25 1.262, H29 1.017, H30 1.027
28 N 0.93516 2.41544 -1.09840  C25 1.293, H31 1.080, H32 1.056
29 H 0.63816 5.48244 -1.22740  N27 1.017
30 H -0.47684 4.22344 -1.76640  N27 1.027
31 H 1.61816 1.62444 -0.82440  N28 1.080
32 H -0.02884 2.10344 -1.39640  N28 1.056
33 C 3.34316 -0.07156 -1.07640  O34 1.367, N35 1.274, N36 1.257
34 O 4.49916 0.00844 -1.80140  C33 1.367
35 N 2.96516 0.78744 -0.21440  C33 1.274, H37 1.010, H38 1.054
36 N 2.59616 -1.07856 -1.16140  C33 1.257, H39 1.065, H40 1.062
37 H 3.55716 1.59044 -0.05440  N35 1.010
38 H 2.37216 0.56044 0.62660  N35 1.054
39 H 2.95616 -1.62756 -1.99940  N36 1.065
40 H 1.65616 -1.26656 -0.70340  N36 1.062
41 C -3.66284 -2.37556 -1.44240  O42 1.406, N43 1.288, N44 1.319
42 O -4.56484 -2.14856 -0.38740  C41 1.406
43 N -3.89584 -2.11656 -2.68240  C41 1.288, H45 1.068, H46 1.079
44 N -2.46984 -2.87656 -1.18640  C41 1.319, H47 1.052, H48 1.017
45 H -4.55184 -1.30656 -2.91440  N43 1.068
46 H -3.36284 -2.58456 -3.49540  N43 1.079
47 H -2.34084 -3.14056 -0.17640  N44 1.052
48 H -1.73684 -2.83056 -1.88940  N44 1.017
49 C 2.78116 -0.44356 2.94460  O50 1.397, N51 1.285, N52 1.319
50 O 1.89916 0.24644 2.10860  C49 1.397
51 N 2.73516 -1.72656 2.88460  C49 1.285, H53 1.079, H54 1.061
52 N 3.56116 0.06844 3.87660  C49 1.319, H55 1.051, H56 1.083
53 H 2.05216 -2.11456 2.14460  N51 1.079
54 H 3.31316 -2.51956 3.28760  N51 1.061
55 H 3.29116 1.02944 4.20660  N52 1.051
56 H 4.16216 -0.43956 4.62060  N52 1.083
57 C 2.07516 -3.98656 0.87960  O58 1.463, N59 1.343, N60 1.276
58 O 2.38916 -5.23156 1.58060  C57 1.463
59 N 1.25716 -3.00456 1.29060  C57 1.343, H61 1.065, H62 1.027
60 N 2.70516 -3.65956 -0.18040  C57 1.276, H63 1.070, H64 1.028
61 H 0.50916 -3.22056 2.01660  N59 1.065
62 H 0.76316 -2.32256 0.70260  N59 1.027
63 H 3.38916 -4.37956 -0.57740  N60 1.070
64 H 2.75216 -2.66656 -0.44340  N60 1.028
65 C 0.44116 -3.90456 -2.99140  O66 1.372, N67 1.266, N68 1.298
66 O -0.10784 -2.66556 -2.78040  C65 1.372
67 N -0.05184 -4.68656 -3.85640  C65 1.266, H69 1.040, H70 1.031
68 N 1.45116 -4.35656 -2.31240  C65 1.298, H71 1.055, H72 1.037
69 H -1.00484 -4.43656 -4.18840  N67 1.040
70 H 0.33616 -5.64056 -3.89840  N67 1.031
71 H 1.85616 -3.89056 -1.45740  N68 1.055
72 H 1.70016 -5.34056 -2.52340  N68 1.037
73 C -4.09984 1.49344 -0.05740  C74 1.503, H77 1.107, H78 1.044, H79 1.127
74 C -3.30384 2.14844 1.03660  C73 1.503, C75 1.583, O76 1.238, H80 1.031
75 C -3.27184 1.29444 2.36860  C74 1.583, H81 1.044, H82 1.052, H83 1.077
76 O -2.11484 2.33444 0.74760  C74 1.238, H84 0.939
77 H -3.90784 0.41044 -0.18540  C73 1.107
78 H -4.14284 1.99344 -0.97340  C73 1.044
79 H -5.12784 1.56044 0.39960  C73 1.127
80 H -3.75984 3.05044 1.24160  C74 1.031
81 H -2.90284 1.77844 3.21660  C75 1.044
82 H -2.70884 0.40544 2.37160  C75 1.052
83 H -4.30284 1.09744 2.60860  C75 1.077
84 H -1.80484 3.21844 0.68160  O76 0.939
85 C 0.95916 5.03244 3.46360  C86 1.528, H89 1.070, H90 1.122, H91 1.139
86 C 0.69716 4.29244 2.15260  C85 1.528, C87 1.538, O88 1.237, H92 1.052
87 C 0.51816 2.78544 2.39960  C86 1.538, H93 1.065, H94 1.133, H95 1.045
88 O -0.13284 4.67344 1.31860  C86 1.237, H96 0.983
89 H 1.93116 4.73744 3.80060  C85 1.070
90 H 0.18916 4.71044 4.21360  C85 1.122
91 H 0.99416 6.16944 3.40960  C85 1.139
92 H 1.56616 4.45844 1.58360  C86 1.052
93 H -0.39984 2.47244 2.83960  C87 1.065
94 H 1.28916 2.49544 3.17760  C87 1.133
95 H 0.55716 2.13944 1.57860  C87 1.045
96 H 0.07516 4.20444 0.48060  O88 0.983
97 C 2.73916 2.00244 -3.82040  C98 1.539, H101 1.074, H102 1.108, H103 1.113
98 C 1.38316 1.52044 -4.36640  C97 1.539, C99 1.484, O100 1.236, H104 1.100
99 C 1.16216 0.15344 -3.83240  C98 1.484, H105 1.164, H106 1.079, H107 1.041
100 O 0.36216 2.08644 -3.96140  C98 1.236, H108 0.936
101 H 3.08816 2.81444 -4.43140  C97 1.074
102 H 3.55016 1.27444 -4.01940  C97 1.108
103 H 2.91916 2.18044 -2.73640  C97 1.113
104 H 1.24216 1.39044 -5.44940  C98 1.100
105 H 0.93816 -0.03356 -2.70540  C99 1.164
106 H 2.00316 -0.48556 -4.05340  C99 1.079
107 H 0.26816 -0.31456 -4.08940  C99 1.041
108 H 0.58616 2.29644 -3.07740  O100 0.936